Here is the molecule C3H3NO3 from the OMol25 dataset. Energies are from the ωB97M-V functional and the def2-TZVPD basis.

**Gap between HOMO and LUMO**: 9.796 eV
**E**: -396.5656 Eh
**Multiplicity**: 1
**LUMO level**: -0.5 eV
**F_max**: 0.7 eV/A
**Relative energy (zero: lowest compared OMol25 entry of this formula, charge and spin)**: 154.6 kJ/mol
**Net charge**: 0
**SMILES**: O=CNC(=O)C=O

Structure (XYZ):
```
10
Properties=species:S:1:pos:R:3:mulliken_charge:R:1
O -1.68 -1.70 0.38 -0.385
C -1.50 -0.69 -0.23 0.017
N -0.19 -0.19 -0.53 -0.230
C 0.53 0.36 0.51 0.745
O 0.17 0.33 1.66 -0.514
C 1.84 1.05 0.10 -0.124
O 2.48 1.66 0.92 -0.376
H -2.31 -0.03 -0.56 0.344
H 0.01 0.07 -1.49 0.256
H 2.17 0.97 -0.95 0.266
```